ORCA calculation (the ωB97M-V functional and the def2-TZVPD basis) on a 2-piece molecular cluster, C5H16N2O overall in a non-equilibrium geometry.

Atoms and positions in Å:
C (-1.632, -2.189, 0.133)
C (-0.838, -1.131, -0.707)
N (-1.581, -0.787, -1.890)
C (-0.641, 0.169, 0.110)
C (0.227, 0.062, 1.424)
C (1.750, 0.375, 1.173)
N (2.112, 1.825, 1.233)
H (-2.091, -2.863, -0.580)
H (-2.459, -1.599, 0.674)
H (-0.998, -2.876, 0.827)
H (0.095, -1.620, -1.093)
H (-1.565, -1.469, -2.624)
H (-2.481, -0.444, -1.751)
H (-1.657, 0.531, 0.373)
H (-0.243, 0.992, -0.527)
H (-0.361, 0.676, 2.129)
H (0.144, -0.913, 1.959)
H (2.117, -0.078, 0.336)
H (2.312, -0.229, 1.858)
H (1.800, 2.090, 2.095)
H (1.601, 2.313, 0.536)
O (1.318, 2.833, -1.903)
H (2.143, 2.380, -1.527)
H (0.928, 1.951, -2.256)

Values from the calculation:
ΔE to the lowest compared entry with this formula, charge and spin: 34.49 kcal/mol
Charge: 0
Kohn-Sham gap: 10.00 eV
LUMO: 0.90 eV